Entry 1:
Below is a structure of composition C43H67AsF4N4O3PbSSi3Te, with properties calculated with ωB97M-V with the def2-TZVPD basis set.

Structure (ORCA input):
```
! wB97M-V def2-TZVPD RIJCOSX def2/J DEFGRID3
* xyz 0 1
Pb 0.97 -0.27 0.31
Te 0.73 -4.30 -1.11
As 1.85 1.90 -1.21
S -2.21 -0.35 0.90
Si 1.97 3.95 0.13
Si 4.06 2.18 -2.37
Si 0.54 1.41 -3.19
F -0.55 -1.32 2.78
F 2.23 2.08 4.69
F -2.09 -1.21 4.95
F 0.69 2.06 6.84
O -3.26 -0.59 -0.09
O -1.18 -2.51 -0.33
O -2.93 0.68 2.06
N -1.15 0.78 0.32
N 3.58 -1.17 0.83
N 1.68 0.28 2.48
N -0.66 2.70 -0.82
C 1.24 -0.29 -3.76
C 3.61 3.87 1.13
C -5.23 1.29 2.18
C 2.07 5.67 -0.76
C 5.65 2.47 -1.30
C -5.83 -1.14 3.32
C 3.92 3.78 -3.43
C 0.61 3.95 1.47
C -3.13 -3.36 -3.88
C -8.26 -0.59 3.46
C -6.86 -0.24 3.08
C 2.43 -2.83 2.33
C -2.33 -2.94 -0.26
C -2.94 -3.28 1.07
C -4.90 -4.38 -2.62
C 3.10 0.47 2.71
C 0.37 1.25 5.82
C 3.77 -2.22 -1.42
C 4.40 -1.30 -0.38
C 0.90 0.41 3.57
C -2.33 4.25 -1.52
C 3.72 -2.37 1.65
C -2.53 -2.96 -2.71
C 2.29 -5.82 -1.05
C -4.31 -4.08 -3.84
C -4.21 0.38 2.41
C 4.60 0.83 -3.63
C -4.30 -3.98 -1.44
C 1.17 1.23 4.69
C -6.53 0.99 2.53
C -1.59 1.91 -0.28
C -0.26 -0.38 3.73
C -3.09 -3.28 -1.47
C 3.97 0.06 1.52
C -1.03 3.83 -1.42
C -1.33 1.01 -3.16
C -1.05 -0.36 4.85
C 0.78 2.71 -4.59
C -2.96 2.25 -0.39
C -3.32 3.42 -0.99
C -0.69 -5.77 -0.44
C -0.76 0.46 5.93
C -4.52 -0.85 2.99
H 2.09 -2.11 3.07
H 5.58 1.07 -4.04
H -4.77 -4.22 -0.50
H -4.36 3.69 -1.08
H -3.89 -2.77 1.18
H 4.23 4.75 0.97
H 3.41 3.81 2.19
H -0.27 4.52 1.18
H 3.60 3.55 -4.44
H -8.51 -1.61 3.15
H 4.51 -2.23 2.40
H 2.44 -6.16 -0.04
H -6.07 -2.09 3.79
H 2.87 -1.76 -1.84
H -5.00 2.25 1.74
H 4.04 -3.19 1.00
H 3.92 0.79 -4.47
H 5.01 -0.01 1.88
H 2.03 -6.67 -1.67
H -3.70 1.56 -0.03
H 0.95 -0.50 -4.79
H 2.31 -0.35 -3.69
H 3.35 1.52 2.89
H 3.10 5.90 -1.02
H 5.66 3.47 -0.89
H -3.73 -1.54 3.21
H -1.59 0.37 -2.33
H -2.57 5.18 -2.02
H 4.20 3.00 0.86
H 3.47 -3.17 -0.97
H -4.77 -4.42 -4.76
H 4.67 -0.16 -3.20
H 0.91 3.71 -4.19
H 3.18 4.45 -2.99
H 3.39 -0.10 3.60
H 4.48 -2.42 -2.21
H 0.82 -1.09 -3.14
H -1.60 0.49 -4.07
H 4.86 4.32 -3.50
H -1.94 1.90 -3.10
H -0.09 2.73 -5.24
H 1.64 2.47 -5.20
H -1.69 -5.42 -0.66
H -0.52 -6.70 -0.98
H -7.31 1.72 2.34
H 6.53 2.36 -1.92
H -3.10 -4.36 1.14
H 3.92 0.86 0.79
H -8.97 0.09 3.00
H 3.22 -5.41 -1.42
H -5.83 -4.93 -2.60
H -2.67 -3.11 -4.83
H 1.48 5.74 -1.66
H -8.38 -0.54 4.54
H 4.50 -0.30 -0.82
H -1.37 0.46 6.82
H -0.22 4.40 -1.86
H 1.73 6.45 -0.09
H 2.60 -3.78 2.82
H -0.59 -5.95 0.62
H 5.75 1.77 -0.47
H 0.98 4.37 2.40
H 1.65 -2.95 1.58
H 5.40 -1.66 -0.12
H -2.26 -2.97 1.86
H -1.61 -2.39 -2.71
H 0.29 2.93 1.68
*
```

As for the LUMO energy: 0.09 eV. Its energy is -176499.43577 eV. As for the gap between HOMO and LUMO: 7.3884 eV. As for the highest occupied orbital energy: -7.303 eV.

Here are the Mulliken charges for atoms 1 to 99, given in e: atom 1 (Pb): 0.8037, atom 2 (Te): 0.6977, atom 3 (As): 0.2868, atom 4 (S): 0.5149, atom 5 (Si): 1.3617, atom 6 (Si): 1.0458, atom 7 (Si): 0.9950, atom 8 (F): -0.1402, atom 9 (F): -0.3850, atom 10 (F): -0.3344, atom 11 (F): -0.3420, atom 12 (O): -0.8436, atom 13 (O): -0.3864, atom 14 (O): -0.0027, atom 15 (N): -0.2018, atom 16 (N): 1.8040, atom 17 (N): 1.5549, atom 18 (N): 0.8726, atom 19 (C): -0.4983, atom 20 (C): -1.2757, atom 21 (C): -0.6091, atom 22 (C): -1.5738, atom 23 (C): -1.3810, atom 24 (C): -1.0672, atom 25 (C): -1.2325, atom 26 (C): -0.8124, atom 27 (C): -1.1810, atom 28 (C): -1.5665, atom 29 (C): 1.0002, atom 30 (C): -0.4970, atom 31 (C): 0.1568, atom 32 (C): -1.8773, atom 33 (C): -0.8974, atom 34 (C): -1.1437, atom 35 (C): 0.0493, atom 36 (C): -0.1300, atom 37 (C): 0.0771, atom 38 (C): -0.2725, atom 39 (C): -1.3214, atom 40 (C): -1.1330, atom 41 (C): 0.0904, atom 42 (C): -1.3338, atom 43 (C): -0.4016, atom 44 (C): -0.2981, atom 45 (C): -1.3853, atom 46 (C): -0.5437, atom 47 (C): 0.3294, atom 48 (C): -0.8645, atom 49 (C): -0.6763, atom 50 (C): -0.2790, atom 51 (C): 0.6168, atom 52 (C): -0.4422, atom 53 (C): -0.3680, atom 54 (C): -0.6580, atom 55 (C): 0.2360, atom 56 (C): -1.2982, atom 57 (C): -0.7348, atom 58 (C): -1.1183, atom 59 (C): -0.8730, atom 60 (C): -0.6438, atom 61 (C): 0.0931, atom 62 (H): 0.0543, atom 63 (H): 0.4750, atom 64 (H): 0.3888, atom 65 (H): 0.4522, atom 66 (H): 0.5867, atom 67 (H): 0.5229, atom 68 (H): 0.4369, atom 69 (H): 0.3794, atom 70 (H): 0.3550, atom 71 (H): 0.3664, atom 72 (H): 0.2430, atom 73 (H): 0.4075, atom 74 (H): 0.4162, atom 75 (H): -0.2510, atom 76 (H): 0.5277, atom 77 (H): 0.5851, atom 78 (H): 0.3870, atom 79 (H): 0.4491, atom 80 (H): 0.4112, atom 81 (H): 0.9682, atom 82 (H): 0.5148, atom 83 (H): -0.0814, atom 84 (H): 0.3335, atom 85 (H): 0.4107, atom 86 (H): 0.3858, atom 87 (H): 0.7932, atom 88 (H): -0.2131, atom 89 (H): 0.4635, atom 90 (H): 0.0481, atom 91 (H): -0.4113, atom 92 (H): 0.4258, atom 93 (H): 0.2894, atom 94 (H): 0.2920, atom 95 (H): 0.1336, atom 96 (H): 0.5791, atom 97 (H): 0.5357, atom 98 (H): -0.2147, atom 99 (H): 0.5610


Entry 2:
Below is a structure of composition C5H14O2S, with properties calculated with ωB97M-V with the def2-TZVPD basis set.

Structure (ORCA input):
```
! wB97M-V def2-TZVPD RIJCOSX def2/J DEFGRID3
* xyz 0 1
S 2.66 1.24 0.11
O -2.27 2.07 0.93
O 0.36 -2.56 0.15
C -1.59 -0.39 0.62
C -0.42 1.82 -1.01
C -1.04 -0.62 -0.80
C 2.94 -0.56 0.46
C 0.03 0.44 -1.04
H -0.05 1.19 -0.05
H -2.59 -0.96 0.71
H -1.44 2.19 -1.06
H 2.03 -1.20 0.24
H 3.17 -0.70 1.50
H -0.57 -1.72 -0.73
H -1.80 -0.62 -1.57
H 0.52 -3.47 -0.15
H 0.32 2.63 -1.07
H -1.83 0.68 0.73
H -2.34 2.16 1.90
H -0.85 -0.69 1.52
H 3.70 -0.99 -0.16
H 1.06 0.07 -1.21
*
```

As for the LUMO energy: -4.29 eV. Its energy is -20330.30257 eV. As for the gap between HOMO and LUMO: 3.4600 eV. As for the highest occupied orbital energy: -7.748 eV. The relative energy (zero: lowest compared OMol25 entry of this formula, charge and spin) is 11.826 eV.

Atomic charges from the Mulliken analysis, expressed in e, are listed below: atom 1 (S): -0.2255, atom 2 (O): -0.7877, atom 3 (O): -0.7561, atom 4 (C): -0.9027, atom 5 (C): -0.5301, atom 6 (C): 0.0329, atom 7 (C): -0.3559, atom 8 (C): -0.3391, atom 9 (H): 0.2727, atom 10 (H): 0.3337, atom 11 (H): 0.2353, atom 12 (H): -0.0244, atom 13 (H): 0.2955, atom 14 (H): 0.0795, atom 15 (H): 0.4453, atom 16 (H): 0.2193, atom 17 (H): 0.2544, atom 18 (H): 0.3209, atom 19 (H): 0.2333, atom 20 (H): 0.3156, atom 21 (H): 0.3147, atom 22 (H): 0.5684


Entry 3:
Below is a cluster of 2 separate species, C4H13N3O in total, with properties calculated with ωB97M-V with the def2-TZVPD basis set.

Structure (ORCA input):
```
! wB97M-V def2-TZVPD RIJCOSX def2/J DEFGRID3
* xyz 0 1
O -1.98 -1.96 1.71
N 1.34 -0.56 1.77
N 1.08 0.63 -0.74
N -1.29 -0.06 2.88
C 0.32 1.25 -3.08
C -1.08 -0.90 1.75
C -0.01 0.44 -1.83
C 0.14 -0.99 1.15
H -0.06 -0.62 -2.05
H -0.96 0.77 -1.40
H 1.03 1.59 -0.41
H -0.44 1.07 -3.84
H -2.14 -2.21 0.80
H -2.25 -0.12 3.19
H 0.27 -1.77 0.40
H 1.28 0.95 -3.50
H 1.14 0.17 2.45
H 2.01 0.46 -1.10
H 0.36 2.31 -2.87
H 1.94 -0.14 1.06
H -0.70 -0.30 3.66
*
```

As for the LUMO energy: 0.90 eV. Its energy is -10875.00034 eV. As for the gap between HOMO and LUMO: 7.9065 eV. As for the highest occupied orbital energy: -7.003 eV. The relative energy (zero: lowest compared OMol25 entry of this formula, charge and spin) is 2.677 eV.

Atomic charges from the Mulliken analysis, expressed in e, are listed below: atom 1 (O): -0.5344, atom 2 (N): -0.6631, atom 3 (N): -0.5522, atom 4 (N): -0.6648, atom 5 (C): -1.1723, atom 6 (C): 0.3399, atom 7 (C): -0.4377, atom 8 (C): -0.0456, atom 9 (H): 0.3043, atom 10 (H): 0.3221, atom 11 (H): 0.2187, atom 12 (H): 0.3576, atom 13 (H): 0.3069, atom 14 (H): 0.2811, atom 15 (H): 0.2783, atom 16 (H): 0.3200, atom 17 (H): 0.2662, atom 18 (H): 0.2732, atom 19 (H): 0.3196, atom 20 (H): 0.2676, atom 21 (H): 0.2147


Entry 4:
Below is a cluster of 2 separate species, C2H8NOS in total, with properties calculated with ωB97M-V with the def2-TZVPD basis set.

Structure (ORCA input):
```
! wB97M-V def2-TZVPD RIJCOSX def2/J DEFGRID3
* xyz -1 1
S -0.20 -0.83 -1.56
O 0.16 1.54 0.55
N 1.56 1.08 2.42
C -1.48 -2.10 -1.73
C 0.21 1.10 1.87
H -0.27 0.85 0.00
H 2.24 0.91 1.68
H -1.89 -2.09 -2.74
H -0.22 0.10 1.97
H 1.80 2.00 2.78
H -0.40 1.74 2.52
H -2.37 -1.97 -1.13
H -1.10 -3.07 -1.44
*
```

As for the LUMO energy: 4.09 eV. Its energy is -16577.24677 eV. As for the gap between HOMO and LUMO: 6.6153 eV. As for the highest occupied orbital energy: -2.524 eV. The relative energy (zero: lowest compared OMol25 entry of this formula, charge and spin) is 0.582 eV.

Atomic charges from the Mulliken analysis, expressed in e, are listed below: atom 1 (S): -0.6559, atom 2 (O): -0.5101, atom 3 (N): -0.6142, atom 4 (C): -0.7890, atom 5 (C): -0.1570, atom 6 (H): 0.1285, atom 7 (H): 0.2473, atom 8 (H): 0.2054, atom 9 (H): 0.2351, atom 10 (H): 0.2238, atom 11 (H): 0.2476, atom 12 (H): 0.2407, atom 13 (H): 0.1978


Entry 5:
Below is the ion CO4S2 with charge -2, with properties calculated with ωB97M-V with the def2-TZVPD basis set.

Structure (ORCA input):
```
! wB97M-V def2-TZVPD RIJCOSX def2/J DEFGRID3
* xyz -2 1
S -1.95 0.37 -0.93
S 0.79 0.25 -0.04
O -1.39 -1.55 1.12
O 1.05 0.22 -1.52
O 1.66 -0.66 0.72
O 0.77 1.62 0.52
C -0.92 -0.24 0.14
*
```

As for the LUMO energy: 5.96 eV. Its energy is -30894.25523 eV. As for the gap between HOMO and LUMO: 5.9154 eV. As for the highest occupied orbital energy: 0.041 eV. The relative energy (zero: lowest compared OMol25 entry of this formula, charge and spin) is 3.105 eV.

Atomic charges from the Mulliken analysis, expressed in e, are listed below: atom 1 (S): -0.4488, atom 2 (S): 1.0888, atom 3 (O): -0.7774, atom 4 (O): -0.6775, atom 5 (O): -0.6604, atom 6 (O): -0.6896, atom 7 (C): 0.1650


Entry 6:
Below is the molecule C21H27NO5S, with properties calculated with ωB97M-V with the def2-TZVPD basis set.

Structure (ORCA input):
```
! wB97M-V def2-TZVPD RIJCOSX def2/J DEFGRID3
* xyz 0 1
S 1.92 1.93 -0.37
O 1.38 1.10 0.68
O 4.80 -1.84 -0.39
O -3.04 -2.14 -0.22
O 2.42 3.21 0.04
O -2.07 -0.70 1.71
N 3.02 -1.18 0.84
C 1.00 -2.49 0.71
C 2.46 -2.50 1.08
C -1.55 0.23 2.62
C -1.71 -2.31 0.02
C -4.45 2.33 1.05
C 0.15 -1.65 1.42
C 3.28 1.03 -1.23
C -0.86 -3.16 -0.66
C -1.03 3.32 -0.23
C -3.65 -2.83 -1.29
C -3.13 2.30 0.34
C 0.64 2.16 -1.67
C 0.49 -3.24 -0.33
C -3.35 -2.19 -2.65
C -2.24 3.36 0.43
C 4.08 -0.96 0.06
C -0.68 2.22 -1.00
C -1.19 -1.53 1.08
C 4.32 0.52 -0.24
C -1.57 1.15 -1.08
C -2.78 1.19 -0.42
H -4.72 1.34 1.41
H -0.34 4.15 -0.15
H -3.67 -1.15 -2.65
H -0.75 0.82 2.17
H 2.58 -2.76 2.14
H -3.89 -2.73 -3.43
H -4.72 -2.76 -1.08
H -2.50 4.22 1.03
H 3.69 1.77 -1.91
H 1.13 -3.90 -0.89
H 0.73 1.31 -2.34
H 0.91 3.09 -2.17
H -1.30 0.27 -1.65
H -1.18 -0.26 3.53
H -1.22 -3.77 -1.47
H -5.24 2.66 0.36
H 2.82 0.22 -1.78
H -4.43 3.03 1.88
H 3.02 -3.22 0.47
H 0.55 -1.07 2.23
H 5.32 0.62 -0.66
H -3.45 0.35 -0.47
H 2.41 -0.40 1.07
H -2.38 0.88 2.88
H -2.29 -2.23 -2.87
H -3.36 -3.89 -1.29
H 4.26 1.11 0.68
*
```

As for the LUMO energy: 0.50 eV. Its energy is -44777.96826 eV. As for the gap between HOMO and LUMO: 8.5662 eV. As for the highest occupied orbital energy: -8.070 eV. The relative energy (zero: lowest compared OMol25 entry of this formula, charge and spin) is 0.465 eV.

Atomic charges from the Mulliken analysis, expressed in e, are listed below: atom 1 (S): 1.1401, atom 2 (O): -0.6873, atom 3 (O): -0.6814, atom 4 (O): -0.4794, atom 5 (O): -0.6697, atom 6 (O): -0.4920, atom 7 (N): 0.0420, atom 8 (C): 0.0768, atom 9 (C): -1.4014, atom 10 (C): -0.9326, atom 11 (C): 0.8357, atom 12 (C): -1.6655, atom 13 (C): -0.0402, atom 14 (C): -0.8003, atom 15 (C): -0.3959, atom 16 (C): -0.4221, atom 17 (C): -0.6107, atom 18 (C): 0.8542, atom 19 (C): -1.4333, atom 20 (C): -1.4986, atom 21 (C): -1.0117, atom 22 (C): -0.8302, atom 23 (C): 0.6995, atom 24 (C): 0.2433, atom 25 (C): 1.0045, atom 26 (C): -0.8909, atom 27 (C): -0.1659, atom 28 (C): -0.2585, atom 29 (H): 0.3651, atom 30 (H): 0.4134, atom 31 (H): 0.2604, atom 32 (H): 0.2671, atom 33 (H): 0.2446, atom 34 (H): 0.4169, atom 35 (H): 0.3855, atom 36 (H): 0.3881, atom 37 (H): 0.4935, atom 38 (H): 0.3740, atom 39 (H): 0.5143, atom 40 (H): 0.5146, atom 41 (H): 0.3606, atom 42 (H): 0.4086, atom 43 (H): 0.3990, atom 44 (H): 0.3891, atom 45 (H): 0.5046, atom 46 (H): 0.3799, atom 47 (H): 0.5012, atom 48 (H): 0.5500, atom 49 (H): 0.3513, atom 50 (H): 0.2764, atom 51 (H): 0.3035, atom 52 (H): 0.2459, atom 53 (H): 0.3052, atom 54 (H): 0.4507, atom 55 (H): 0.4082


Entry 7:
Below is a cluster of 2 separate species, C4H10O3 in total, with properties calculated with ωB97M-V with the def2-TZVPD basis set.

Structure (ORCA input):
```
! wB97M-V def2-TZVPD RIJCOSX def2/J DEFGRID3
* xyz -2 1
O -2.80 -1.89 2.62
O 1.93 1.42 -3.28
O -0.71 -0.42 2.25
C 1.80 0.69 -2.13
C 0.49 0.84 -1.26
C -0.78 -0.14 0.76
C 0.54 0.27 0.12
H 1.04 -0.65 -0.03
H -2.82 -2.01 3.54
H 1.71 -0.52 -2.19
H 2.69 0.86 -1.38
H -1.55 0.61 0.47
H -1.51 -1.12 2.41
H -1.07 -1.01 0.23
H -0.30 0.27 -1.75
H 1.10 0.91 0.83
H 0.24 1.89 -1.22
*
```

As for the LUMO energy: 6.99 eV. Its energy is -10449.20057 eV. As for the gap between HOMO and LUMO: 7.0495 eV. As for the highest occupied orbital energy: -0.057 eV. The relative energy (zero: lowest compared OMol25 entry of this formula, charge and spin) is 0.834 eV.

Atomic charges from the Mulliken analysis, expressed in e, are listed below: atom 1 (O): -1.0947, atom 2 (O): -0.8881, atom 3 (O): -0.6024, atom 4 (C): -0.3580, atom 5 (C): -0.4670, atom 6 (C): -0.5642, atom 7 (C): -0.3185, atom 8 (H): 0.1665, atom 9 (H): 0.1393, atom 10 (H): 0.0684, atom 11 (H): 0.0862, atom 12 (H): 0.1637, atom 13 (H): 0.5039, atom 14 (H): 0.3010, atom 15 (H): 0.2381, atom 16 (H): 0.2592, atom 17 (H): 0.3666


Entry 8:
Below is the ion C5H11N2S with charge +1, with properties calculated with ωB97M-V with the def2-TZVPD basis set.

Structure (ORCA input):
```
! wB97M-V def2-TZVPD RIJCOSX def2/J DEFGRID3
* xyz 1 3
S -1.46 -1.74 2.54
N -0.75 1.81 -0.85
N -0.05 -0.71 0.42
C 0.33 1.85 0.15
C -1.28 -2.87 0.96
C 0.48 -0.92 -0.93
C 0.41 0.57 1.03
C -0.65 -1.61 1.14
H -0.15 -1.86 -1.25
H -1.71 2.09 -0.43
H -0.23 0.73 1.84
H -2.25 -2.92 0.54
H -0.01 -0.05 -1.49
H 1.23 1.97 -0.38
H -0.82 -3.84 1.04
H 1.45 0.48 1.39
H -0.52 2.42 -1.64
H 1.51 -0.98 -1.00
H 0.09 2.78 0.84
*
```

As for the LUMO energy (alpha / beta): -3.92 / -7.94 eV. Its energy is -19166.21389 eV. As for the gap between HOMO and LUMO (alpha / beta): 6.6502 / 5.2463 eV. As for the highest occupied orbital energy (alpha / beta): -10.575 / -13.191 eV. The relative energy (zero: lowest compared OMol25 entry of this formula, charge and spin) is 2.067 eV.

Atomic charges from the Mulliken analysis, expressed in e, are listed below: atom 1 (S): 0.0138, atom 2 (N): -0.5579, atom 3 (N): 0.2050, atom 4 (C): -0.6393, atom 5 (C): -0.8305, atom 6 (C): -0.7914, atom 7 (C): -0.6672, atom 8 (C): 0.7952, atom 9 (H): 0.3173, atom 10 (H): 0.2328, atom 11 (H): 0.4266, atom 12 (H): 0.2702, atom 13 (H): 0.3416, atom 14 (H): 0.4304, atom 15 (H): 0.2782, atom 16 (H): 0.3033, atom 17 (H): 0.2210, atom 18 (H): 0.3425, atom 19 (H): 0.3086